DFT (wB97M-V/def2-TZVPD) results for 6 unconnected molecules or ions with the total composition C18H48O6 in a non-equilibrium geometry.

Strongest force on any atom = 0.0529 Eh/bohr
E_LUMO = 0.39 eV
Electronic energy = -31728.661 eV
Energy relative to the best compared isomer or geometry (same formula, charge and spin) = 0.988 eV
E_HOMO = -9.448 eV
SMILES = CC(C)O.CC(C)O.CC(C)O.CC(C)O.CC(C)O.CC(C)O

Geometry as XYZ:
```
72
C18H48O6 (wB97M-V/def2-TZVPD)
C 3.600 -1.731 -2.176
C 4.561 -0.616 -2.340
C 4.270 0.673 -1.526
O 5.853 -0.978 -1.869
H 2.616 -1.346 -2.443
H 3.537 -2.137 -1.166
H 3.863 -2.569 -2.821
H 4.671 -0.308 -3.380
H 5.043 1.389 -1.802
H 4.337 0.585 -0.441
H 3.288 0.991 -1.877
H 5.987 -1.856 -2.233
C -2.297 1.732 3.209
C -2.445 0.240 3.188
C -3.190 -0.455 2.049
O -1.142 -0.277 3.049
H -3.286 2.121 3.451
H -1.892 1.952 2.221
H -1.590 2.089 3.958
H -2.848 -0.137 4.128
H -2.740 -0.215 1.086
H -4.216 -0.090 2.001
H -3.286 -1.528 2.216
H -1.111 -1.170 3.400
C -4.708 3.024 -1.406
C -3.235 2.557 -1.553
C -3.119 1.568 -2.721
O -2.411 3.660 -1.697
H -4.914 3.668 -0.550
H -5.295 2.121 -1.241
H -5.082 3.491 -2.317
H -2.984 1.887 -0.731
H -2.091 1.217 -2.815
H -3.411 2.003 -3.676
H -3.763 0.689 -2.699
H -1.521 3.360 -1.501
C -0.385 4.865 0.797
C 0.697 4.261 -0.115
C 2.053 3.896 0.564
O 0.206 3.130 -0.823
H 0.019 5.730 1.323
H -0.587 4.095 1.542
H -1.239 5.127 0.173
H 1.018 4.991 -0.859
H 2.471 4.769 1.065
H 2.814 3.470 -0.089
H 1.904 3.088 1.281
H 0.063 2.420 -0.192
C 1.742 -0.673 1.330
C 0.875 -0.034 0.225
C -0.075 -1.110 -0.416
O 0.130 0.998 0.912
H 1.114 -1.034 2.145
H 2.501 0.020 1.693
H 2.223 -1.538 0.873
H 1.504 0.420 -0.540
H 0.500 -1.842 -0.982
H -0.865 -0.683 -1.033
H -0.559 -1.697 0.365
H -0.256 0.616 1.704
C -0.146 -4.844 -0.835
C 0.154 -6.110 -0.039
C 1.092 -5.817 1.148
O -1.062 -6.613 0.452
H -0.669 -4.107 -0.226
H -0.649 -5.052 -1.779
H 0.858 -4.495 -1.077
H 0.596 -6.910 -0.633
H 0.492 -5.315 1.908
H 2.011 -5.331 0.820
H 1.355 -6.771 1.604
H -0.948 -7.521 0.741
```